Formula: C4H10FN
Source: the Open Molecules 2025 dataset
Level of theory: wB97M-V/def2-TZVPD

Geometry (Å):
C (1.299, -1.050, 1.641)
C (1.037, -0.518, 0.236)
C (-0.426, 0.048, 0.239)
C (-0.873, 0.305, -1.198)
H (2.169, -1.677, 1.764)
H (1.443, -0.194, 2.341)
H (0.423, -1.609, 2.038)
H (1.774, 0.225, -0.159)
H (-0.426, 1.111, 0.674)
H (-1.046, -0.519, 0.749)
H (-1.345, -0.604, -1.507)
H (-0.012, 0.406, -1.887)
H (-1.293, 2.133, -2.111)
H (-2.371, 1.766, -0.950)
N (-1.407, 1.753, -1.202)
F (1.056, -1.576, -0.669)

Electronic energy: -8516.834 eV
Molar mass: 91.129 g mol⁻¹
Spin multiplicity: 1
Net charge: 0
HOMO level: -9.571 eV
HOMO-LUMO gap: 10.74 eV

Formula: C4H10FP
Source: the Open Molecules 2025 dataset
Level of theory: wB97M-V/def2-TZVPD

Geometry (Å):
C (-2.018, -1.523, 0.301)
C (1.791, 0.838, -1.247)
C (-0.672, -1.359, 1.034)
C (0.480, 0.951, -0.668)
F (-0.530, 0.655, -1.538)
P (0.226, 1.707, 0.957)
H (-2.806, -0.842, 0.571)
H (-2.487, -2.369, 0.618)
H (-1.973, -1.531, -0.737)
H (2.042, 1.628, -1.956)
H (2.465, 0.956, -0.515)
H (1.936, -0.097, -1.789)
H (-0.002, -2.282, 0.882)
H (-0.724, -0.900, 1.955)
H (0.841, 2.846, 0.607)
H (1.432, 1.322, 1.524)

Electronic energy: -16311.367 eV
Molar mass: 108.096 g mol⁻¹
Spin multiplicity: 1
Net charge: 0
HOMO level (spin up / spin down): -8.341 / -7.707 eV
HOMO-LUMO gap (spin up / spin down): 8.95 / 8.19 eV

Formula: C4H10IN
Source: the Open Molecules 2025 dataset
Level of theory: wB97M-V/def2-TZVPD

Geometry (Å):
C (-0.089, 1.896, 0.883)
C (0.376, -1.249, -1.331)
C (0.725, 0.984, -0.183)
C (-0.259, -0.245, -0.493)
N (-0.775, -1.017, 1.333)
I (-2.223, -2.383, 0.946)
H (-0.358, 1.435, 1.854)
H (0.457, 2.785, 1.119)
H (-0.969, 2.073, 0.276)
H (0.965, -1.768, -0.659)
H (-0.293, -2.014, -1.856)
H (0.986, -0.798, -2.085)
H (1.094, 1.515, -1.099)
H (1.642, 0.478, 0.278)
H (-1.270, -0.111, -0.718)
H (-0.011, -1.580, 1.735)

Electronic energy: -13897.733 eV
Molar mass: 199.035 g mol⁻¹
Spin multiplicity: 1
Net charge: 0
HOMO level: -8.302 eV
HOMO-LUMO gap: 8.61 eV

Formula: C4H10N
Source: the Open Molecules 2025 dataset
Level of theory: wB97M-V/def2-TZVPD

Geometry (Å):
C (-0.779, 0.057, -0.310)
N (0.490, -0.558, -0.730)
C (1.471, 0.412, -0.264)
C (1.047, 0.486, 1.208)
C (-0.455, 0.755, 1.057)
H (-1.064, 0.749, -1.108)
H (-1.549, -0.711, -0.252)
H (-2.304, -2.881, -2.178)
H (-1.779, -2.540, -2.547)
H (1.370, 1.445, -0.631)
H (2.462, 0.019, -0.477)
H (1.171, -0.556, 1.539)
H (1.631, 1.078, 1.907)
H (-0.608, 1.829, 0.929)
H (-1.106, 0.416, 1.857)

Electronic energy: -5797.306 eV
Molar mass: 72.131 g mol⁻¹
Spin multiplicity: 2
Net charge: 0
HOMO level (spin up / spin down): -9.323 / -9.785 eV
HOMO-LUMO gap (spin up / spin down): 10.56 / 9.79 eV

Formula: C4H10N
Source: the Open Molecules 2025 dataset
Level of theory: wB97M-V/def2-TZVPD

Geometry (Å):
C (0.024, -1.262, -0.047)
C (0.631, 0.023, -0.468)
C (-0.506, 0.034, 0.489)
C (1.979, 0.466, 0.083)
N (-2.050, 0.385, -0.070)
H (-0.610, -1.871, -0.837)
H (0.483, -1.807, 0.619)
H (0.554, 0.483, -1.380)
H (-0.385, 0.386, 1.468)
H (1.864, 0.747, 1.220)
H (2.509, 1.369, -0.388)
H (2.655, -0.317, -0.059)
H (-2.689, -0.147, 0.513)
H (-1.970, 0.244, -1.057)
H (-2.289, 1.328, 0.214)

Electronic energy: -5791.389 eV
Molar mass: 72.131 g mol⁻¹
Spin multiplicity: 1
Net charge: +1
HOMO level: -15.551 eV
HOMO-LUMO gap: 11.90 eV

Formula: C4H10N
Source: the Open Molecules 2025 dataset
Level of theory: wB97M-V/def2-TZVPD

Geometry (Å):
C (0.936, 0.604, 0.764)
C (-0.053, -0.551, 0.428)
C (-0.016, 0.620, -0.474)
C (0.605, -1.747, -0.143)
N (-1.240, 1.371, -0.284)
H (0.798, 1.293, 1.623)
H (1.965, 0.394, 0.503)
H (-0.913, -0.793, 0.949)
H (0.307, 0.569, -1.486)
H (1.364, -1.471, -0.995)
H (-0.185, -2.344, -0.670)
H (1.150, -2.371, 0.637)
H (-1.407, 2.040, -1.100)
H (-1.255, 1.781, 0.671)
H (-2.056, 0.606, -0.423)

Electronic energy: -5791.830 eV
Molar mass: 72.131 g mol⁻¹
Spin multiplicity: 1
Net charge: +1
HOMO level: -15.085 eV
HOMO-LUMO gap: 11.15 eV